[1]
63
Properties=species:S:1:pos:R:3:forces:R:3 method="wB97M-V/def2-TZVPD" s_squared=0.75 spin_multiplicity=2 e_lumo_ev="2.38 / 2.38" fmax_ev_per_a=0.6 total_charge=-1 gap_ev="6.5 / 6.8"
Ti 0.704 0.919 0.975 -0.31 -0.03 0.49
O 0.649 2.195 2.580 0.10 0.01 -0.24
N -0.448 2.947 2.674 0.00 0.04 0.08
C -0.277 4.223 3.069 -0.03 0.02 0.03
C -1.343 5.061 3.237 0.00 -0.01 0.00
C -2.626 4.562 2.983 -0.01 0.01 0.00
C -2.779 3.267 2.565 0.01 -0.02 0.00
C -1.671 2.415 2.382 0.09 -0.04 -0.02
S -1.750 0.807 1.837 -0.28 0.00 0.07
H 0.754 4.498 3.229 0.01 -0.03 -0.01
H -1.176 6.081 3.548 0.00 0.00 0.00
H -3.493 5.199 3.100 0.00 0.00 0.00
H -3.750 2.855 2.336 0.00 0.00 0.00
Cl 1.734 -2.015 7.785 0.00 0.01 -0.03
C 1.502 -1.633 6.093 0.00 0.00 0.00
C 2.345 -0.728 5.474 0.01 0.01 0.00
C 2.149 -0.433 4.138 -0.01 -0.03 -0.04
Cl 3.236 0.657 3.345 0.05 -0.01 0.01
C 1.116 -1.007 3.364 -0.13 0.03 0.02
O 0.928 -0.740 2.112 0.32 0.08 -0.04
C 0.309 -1.935 4.055 0.02 0.02 0.04
Cl -0.959 -2.733 3.174 0.00 0.00 0.00
C 0.484 -2.248 5.390 -0.01 -0.02 0.03
H 3.151 -0.258 6.018 0.00 0.00 0.00
H -0.168 -2.962 5.872 -0.01 0.00 -0.01
O 3.389 0.356 -1.557 0.06 -0.04 0.00
C 2.558 1.180 -1.223 -0.13 0.19 -0.02
O 2.277 1.471 0.022 0.04 -0.36 -0.04
C 1.813 1.984 -2.260 0.02 -0.05 -0.01
C 2.450 2.109 -3.497 -0.01 0.00 -0.02
C 1.899 2.836 -4.534 0.00 0.00 0.01
C 0.662 3.446 -4.335 0.01 0.00 -0.01
C 0.010 3.315 -3.127 -0.02 0.02 0.02
C 0.557 2.587 -2.052 0.00 -0.05 0.05
S -0.461 2.428 -0.629 -0.03 0.21 -0.19
H 3.402 1.607 -3.615 0.00 0.00 0.01
H 2.417 2.928 -5.480 0.00 0.00 0.00
H 0.203 4.021 -5.132 -0.01 0.00 0.01
H -0.961 3.772 -2.977 0.00 0.00 -0.01
O 0.345 -0.630 -0.456 0.21 0.02 -0.13
S -0.685 -1.714 -0.371 -0.09 0.01 -0.09
C -1.729 -1.414 -1.802 0.07 0.01 0.02
C -1.316 -0.474 -2.731 -0.03 0.00 -0.02
C -2.132 -0.215 -3.823 0.03 0.01 0.02
C -3.337 -0.886 -3.970 -0.01 -0.01 0.01
C -3.743 -1.815 -3.020 -0.01 0.00 -0.01
C -2.941 -2.075 -1.920 -0.02 -0.01 0.00
C 0.187 -3.150 -0.990 0.05 -0.01 0.01
C -0.399 -4.403 -0.892 0.01 0.03 0.00
C 0.292 -5.505 -1.368 0.00 -0.01 0.00
C 1.559 -5.345 -1.916 -0.01 -0.02 0.00
C 2.139 -4.087 -1.983 -0.01 0.03 0.01
C 1.456 -2.972 -1.515 0.00 -0.02 0.00
H -0.387 0.060 -2.584 0.01 0.00 0.01
H -1.819 0.528 -4.546 -0.02 0.00 -0.01
H -3.973 -0.677 -4.821 0.00 0.01 0.00
H -4.693 -2.323 -3.127 0.00 0.00 0.00
H -3.265 -2.775 -1.157 0.01 0.00 0.01
H -1.377 -4.517 -0.438 0.00 0.00 0.00
H -0.151 -6.490 -1.299 0.00 0.00 0.00
H 2.100 -6.209 -2.279 0.00 0.00 0.00
H 3.133 -3.965 -2.393 0.00 0.00 0.00
H 1.901 -1.983 -1.537 0.01 0.00 0.00

***

[2]
8
Properties=species:S:1:pos:R:3:forces:R:3 method="wB97M-V/def2-TZVPD" e_lumo_ev=-0.25 fmax_ev_per_a=2.4 smiles=ClC(Cl)(Cl)C(Br)Br gap_ev=10.2
Cl -1.480 -1.007 1.881 1.35 -0.54 -0.31
C 0.033 -1.515 0.930 0.09 0.43 1.10
Cl 1.522 -1.029 1.972 -1.68 -0.61 -1.33
Cl 0.004 -3.240 0.529 0.36 0.20 1.00
C -0.058 -0.779 -0.400 1.87 1.54 -0.24
Br 1.680 -1.031 -1.489 -1.61 0.21 0.88
Br -1.604 -1.271 -1.264 -1.46 -0.74 -1.75
H -0.252 0.305 -0.347 1.08 -0.50 0.64

***

[3]
14
Properties=species:S:1:pos:R:3:forces:R:3 method="wB97M-V/def2-TZVPD" e_lumo_ev=-5.12 fmax_ev_per_a=5.0 smiles="C=C=C1NC=[NH+]C(=O)O1" total_charge=+1 gap_ev=8.6
C -0.378 -0.616 -2.718 1.57 -3.48 -3.24
C 0.132 -0.276 -1.622 2.11 1.91 3.69
C 0.601 0.214 -0.487 -0.03 0.55 0.72
N -0.110 0.040 0.762 1.57 0.25 0.33
C 0.347 0.454 1.943 1.84 1.24 -3.58
N 1.429 1.267 2.004 -0.16 -0.65 -2.18
C 2.244 1.585 0.821 -0.67 -1.45 0.17
O 3.275 2.150 0.964 -1.05 -0.20 -0.51
O 1.789 1.005 -0.319 -0.61 0.08 -0.74
H -1.251 -0.228 -3.072 -2.16 1.74 -1.03
H 0.039 -1.405 -3.452 -0.57 0.85 1.73
H -1.022 -0.386 0.656 0.04 -0.16 0.43
H -0.214 0.180 2.745 -1.24 -0.47 2.59
H 2.076 1.502 2.731 -0.65 -0.21 1.61

***

[4]
81
Properties=species:S:1:pos:R:3:forces:R:3 method="wB97M-V/def2-TZVPD" s_squared=6.09 spin_multiplicity=5 e_lumo_ev="-9.58 / -10.73" fmax_ev_per_a=2.7 total_charge=+3 gap_ev="6.7 / 5.6"
Mn 0.787 -0.501 0.044 -1.27 0.30 2.35
P 2.070 1.228 1.134 0.66 0.15 0.32
P -1.173 0.126 1.383 -0.26 0.17 0.61
P -2.455 4.096 -2.802 -0.87 1.67 0.52
H 1.470 -1.588 -4.016 -0.43 -0.02 1.71
C 1.340 -0.510 -3.852 1.33 0.31 -2.01
C 2.337 0.315 -3.439 0.37 -0.22 -1.05
H 3.030 0.112 -2.598 -0.04 -0.69 -0.99
C 3.474 0.489 2.062 -0.15 -0.05 -0.20
C 1.590 2.564 2.320 -0.18 -0.13 -0.10
C 2.849 2.149 -0.233 0.02 0.11 0.08
C -2.827 -0.603 1.137 -0.18 -0.25 -0.13
C -1.080 -0.091 3.212 0.14 0.22 -0.07
C -1.628 1.888 1.197 -0.03 0.32 0.05
C -2.835 4.918 -4.354 0.19 -0.22 -0.72
C -1.282 5.050 -1.828 0.42 -0.02 0.23
C -3.933 3.798 -1.842 -0.54 -0.06 0.40
H 0.475 -0.159 -4.439 1.05 0.13 -0.52
H 2.667 1.168 -4.057 -1.08 0.38 0.91
H 3.982 -0.247 1.425 -0.01 0.16 0.24
H 3.095 -0.009 2.967 0.13 0.27 -0.28
H 4.182 1.274 2.365 -0.19 -0.21 -0.18
H 0.855 2.227 3.062 0.22 0.07 -0.20
H 1.185 3.429 1.783 0.04 -0.16 0.09
H 2.492 2.888 2.856 -0.21 -0.11 -0.21
H 3.236 1.446 -0.977 0.06 0.18 0.17
H 3.664 2.782 0.139 -0.14 -0.10 -0.14
H 2.092 2.776 -0.717 0.13 -0.06 0.04
H -3.478 -0.248 1.955 0.24 -0.18 -0.35
H -2.789 -1.699 1.149 -0.05 0.29 0.05
H -3.246 -0.288 0.178 0.03 -0.04 0.24
H -1.941 0.442 3.648 0.32 -0.18 -0.09
H -0.152 0.316 3.632 -0.30 -0.11 -0.08
H -1.155 -1.155 3.485 0.03 0.45 -0.12
H -2.485 2.099 1.858 0.28 0.01 -0.28
H -1.925 2.064 0.150 0.09 -0.05 0.31
H -0.803 2.567 1.455 -0.34 -0.27 -0.11
H -3.669 5.630 -4.287 0.17 -0.19 0.35
H -3.114 4.153 -5.089 -0.04 0.12 0.05
H -1.962 5.447 -4.754 -0.07 -0.14 0.20
H -1.509 6.122 -1.865 -0.16 -0.16 -0.14
H -0.260 4.906 -2.189 -0.13 0.04 -0.09
H -1.315 4.734 -0.781 -0.07 -0.06 -0.16
H -4.799 4.146 -2.406 -0.06 -0.07 -0.03
H -3.908 4.341 -0.888 0.09 -0.12 -0.22
H -4.057 2.730 -1.641 -0.06 0.18 0.04
C -0.992 0.584 -2.469 0.64 -0.59 0.81
C -2.337 0.222 -2.434 0.42 -1.07 -0.24
C -2.710 -1.102 -2.138 0.36 -0.02 0.04
C -1.733 -2.065 -1.852 0.19 0.02 0.02
C -0.404 -1.682 -1.578 -0.13 0.54 -1.33
C -0.044 -0.321 -1.906 0.31 -0.80 0.94
S -0.501 2.048 -3.343 0.56 -1.02 0.56
H -1.857 2.479 -3.060 0.36 0.78 -0.64
H -3.060 0.925 -2.822 -0.28 -0.15 0.04
H -3.759 -1.403 -2.187 0.34 0.11 -0.21
H -1.959 -3.132 -1.952 -0.16 0.42 0.47
H 0.385 -2.473 -1.470 -0.76 0.86 -0.01
H 1.070 -0.061 -1.699 -1.46 0.28 -0.96
C 1.472 -2.393 4.091 0.01 0.08 0.36
C 2.261 -2.650 2.817 -0.19 0.37 0.16
P 1.272 -2.572 1.268 0.23 -0.92 0.23
C 2.205 -3.812 0.269 -0.23 0.27 -0.62
C 3.136 -4.783 0.980 0.12 -0.44 -0.35
C -0.403 -3.345 1.549 0.26 0.01 0.22
C -0.309 -4.827 1.905 -0.18 -0.34 0.22
H 1.039 -1.382 4.110 0.12 -0.41 0.10
H 2.152 -2.489 4.949 -0.32 0.06 -0.17
H 0.673 -3.143 4.209 0.23 0.38 0.07
H 2.771 -3.616 2.894 -0.31 0.32 -0.12
H 3.033 -1.883 2.671 -0.07 -0.48 0.16
H 2.765 -3.220 -0.465 0.02 -0.25 -0.05
H 1.441 -4.379 -0.279 0.21 0.10 -0.11
H 3.542 -5.469 0.233 0.02 0.07 0.04
H 3.980 -4.322 1.483 0.04 0.16 -0.11
H 2.613 -5.398 1.702 -0.16 -0.11 0.17
H -0.921 -2.784 2.346 0.30 -0.24 -0.28
H -1.019 -3.225 0.643 0.34 0.10 0.18
H 0.348 -5.012 2.763 -0.15 0.07 -0.16
H -1.303 -5.212 2.165 0.21 0.06 -0.04
H 0.056 -5.428 1.067 -0.04 0.12 0.14

***

[5]
12
Properties=species:S:1:pos:R:3:forces:R:3 method="wB97M-V/def2-TZVPD" e_lumo_ev=0.44 fmax_ev_per_a=3.4 gap_ev=8.8
C 0.586 -0.235 -0.895 -1.43 1.88 0.80
C 0.322 0.128 -2.122 -0.34 -0.89 -1.17
N -0.093 0.201 0.238 0.59 1.00 1.00
O -0.629 1.459 2.669 -2.47 -0.12 2.28
Si 0.234 1.281 1.378 1.01 0.00 -1.37
H 1.393 -0.818 -0.718 2.40 -2.13 0.63
H -0.567 0.684 -2.275 -0.55 0.69 -0.56
H -0.780 -3.327 -0.100 -0.57 2.75 0.33
H 0.811 -0.400 -2.937 0.00 0.47 0.02
H -1.493 1.091 2.941 0.88 0.09 -0.51
H -0.945 -2.498 -0.003 0.56 -2.75 -0.32
H 1.162 2.434 1.824 -0.09 -0.99 -1.14

***

[6]
15
Properties=species:S:1:pos:R:3:forces:R:3 method="wB97M-V/def2-TZVPD" e_lumo_ev=0.65 fmax_ev_per_a=5.5 smiles="CC(=O)O.CN" gap_ev=9.5
C 1.951 -1.310 0.153 1.97 0.51 -0.62
C 0.570 -1.759 0.324 -4.19 -1.98 -0.23
O -0.342 -1.479 1.073 1.76 0.97 0.38
O 0.210 -2.620 -0.699 2.49 -0.48 -1.00
H 2.851 -1.923 0.468 -1.65 -0.02 0.10
H 2.045 -0.361 0.840 0.01 -1.19 -2.31
H 2.025 -1.456 -1.048 0.31 1.80 2.74
H -0.673 -2.675 -1.055 -0.71 0.42 0.91
C -1.001 2.201 0.392 0.88 1.60 0.84
N -1.599 1.539 -0.779 0.48 5.35 1.05
H -1.532 2.008 1.374 0.53 0.36 -1.05
H -0.623 3.372 0.385 -2.13 -2.33 -0.75
H 0.029 1.906 0.498 0.31 -1.20 0.21
H -2.472 1.946 -1.048 -0.27 -0.56 -0.15
H -1.437 0.614 -0.876 0.20 -3.24 -0.13

***

[7]
11
Properties=species:S:1:pos:R:3:forces:R:3 method="wB97M-V/def2-TZVPD" s_squared=2.02 spin_multiplicity=3 e_lumo_ev="3.38 / 1.32" fmax_ev_per_a=5.1 total_charge=-1 gap_ev="4.5 / 6.1"
C -0.215 1.071 -0.620 0.34 -0.06 1.48
C 1.544 -1.600 -0.424 -2.76 2.84 -0.77
O -0.347 1.151 -1.811 -0.78 -0.32 -3.00
O -2.800 1.068 0.025 -0.62 -0.41 -0.12
O -1.212 0.357 1.735 -4.05 -3.08 0.36
O 2.106 -2.517 -0.923 1.15 -1.25 -0.50
S 0.827 1.807 0.462 1.01 0.38 1.09
S -1.698 0.130 0.233 0.18 1.23 0.31
H 1.136 -0.647 -1.027 1.34 -1.67 1.06
H 1.082 -1.640 0.586 0.48 0.01 0.22
H -0.423 0.821 1.764 3.72 2.34 -0.12

***

[8]
6
Properties=species:S:1:pos:R:3:forces:R:3 method="wB97M-V/def2-TZVPD" e_lumo_ev="-1.55 / -1.55" fmax_ev_per_a=9.4 smiles="O=C=O.N=O" gap_ev="9.4 / 9.4"
O -0.094 0.060 -1.641 3.38 1.71 0.44
C -0.292 0.513 -0.561 -8.04 -0.93 -4.82
O -1.296 0.655 0.091 2.24 2.15 1.43
N 0.512 -0.377 1.171 -0.24 -4.19 -0.70
O 0.301 -1.241 0.329 1.12 -1.01 3.75
H 0.868 0.389 0.611 1.55 2.28 -0.09